Below is 3 unconnected molecules or ions with the total composition C17H31N4O6Si, with properties calculated with wB97M-V/def2-TZVPD.

Properties
Total charge ... +1
E_LUMO ... -3.702 eV
Largest force on an atom ... 0.065 hartree/bohr
HOMO level ... -11.79 eV
E ... -1626.04512 Eh

```
59
Properties=species:S:1:pos:R:3:forces:R:3
C 4.753186 -0.509312 0.607304 -0.32 0.52 -1.19
Si 3.879830 0.427617 -0.763588 1.20 0.16 0.02
C 5.206232 1.400481 -1.670269 -0.68 -0.41 0.38
C 3.087839 -0.848249 -1.911063 -0.09 1.02 0.73
O 2.758211 1.535152 -0.151967 0.16 -0.80 -0.50
C 1.604041 0.968898 0.411962 -0.23 0.94 0.51
C 0.635169 2.120150 0.730187 0.13 -1.08 0.17
C -0.762868 1.880854 0.231951 0.03 0.78 0.53
C -1.056148 1.976687 -1.257452 -1.19 1.03 -0.21
N -1.981956 0.838081 -1.560363 2.14 -0.51 0.36
C -2.076095 0.144189 -0.406133 0.04 -0.15 -0.62
N -2.857362 -0.900930 -0.313115 -0.05 -0.53 0.27
O -3.579410 -1.328939 -1.431281 0.29 0.25 0.29
C -4.842816 -1.376683 -1.085917 -3.15 -0.64 0.91
N -5.944670 -1.512704 -0.703883 2.71 0.45 -1.05
N -1.359054 0.559481 0.668530 -1.35 1.22 -0.63
H 4.050876 -1.064303 1.201200 0.03 -0.32 0.38
H 5.449306 -1.168800 0.094660 0.05 -0.35 0.00
H 5.351213 0.165021 1.203326 -0.05 0.16 0.39
H 4.804590 2.169805 -2.317225 0.06 0.13 -0.25
H 5.768323 0.666660 -2.238315 0.14 -0.02 -0.35
H 5.897029 1.836614 -0.961474 0.11 0.26 0.20
H 2.577398 -0.364806 -2.737339 -0.11 -0.08 -0.26
H 2.389344 -1.434541 -1.324523 -0.16 -0.38 -0.10
H 3.891886 -1.470866 -2.273498 0.11 -0.31 -0.20
H 1.136495 0.228973 -0.241957 -0.06 -0.09 -0.26
H 1.815701 0.474642 1.358041 0.27 -0.34 0.04
H 1.052889 3.040326 0.349224 -0.07 0.28 -0.34
H 0.573452 2.243059 1.805105 0.01 0.10 0.27
H -1.390088 2.635587 0.698752 -0.09 0.09 0.15
H -0.249497 2.148852 -1.955883 0.48 -0.84 -0.01
H -1.669095 2.863060 -1.375266 -0.05 0.23 -0.22
H -1.579782 0.228070 -2.269536 -0.73 0.08 -0.65
H -2.956397 -1.453767 0.527584 0.04 -0.30 -0.05
H -2.080678 0.809795 1.345018 0.57 -0.57 0.95
O 4.104888 -0.754143 3.427506 -0.25 0.01 0.09
C 4.754903 -1.651033 3.879450 -0.06 0.13 0.39
O 4.721689 -2.902322 3.369888 0.02 -0.01 -0.03
C 5.520351 -3.787724 4.180349 0.16 -0.13 0.10
C 6.497611 -2.881193 4.914028 0.01 0.10 0.10
C 5.678474 -1.602524 5.080080 0.39 -0.35 -0.25
H 4.856902 -4.323333 4.862091 -0.02 0.04 0.00
H 6.018169 -4.508488 3.537147 -0.13 0.03 -0.14
H 6.856485 -3.304863 5.849201 -0.06 -0.04 0.00
H 7.363697 -2.682071 4.281887 0.00 -0.03 -0.01
H 5.072535 -1.617083 5.986951 -0.02 0.10 0.00
H 6.294758 -0.708827 5.056072 -0.19 0.15 0.09
O -10.211670 2.921642 -3.178894 -0.23 0.06 0.11
C -9.392078 2.071726 -3.034178 0.21 0.21 -0.16
O -9.279056 1.336109 -1.895838 0.03 -0.06 -0.04
C -8.137643 0.471837 -1.975647 0.01 -0.11 -0.07
C -7.858809 0.312558 -3.465318 0.08 0.09 -0.10
C -8.310891 1.662276 -4.018688 0.01 -0.58 0.14
H -7.306996 0.945603 -1.444684 -0.01 0.01 -0.01
H -8.368372 -0.472858 -1.492096 -0.11 0.08 0.12
H -6.820439 0.066633 -3.685648 0.01 0.02 0.05
H -8.484872 -0.480450 -3.875173 0.01 -0.02 0.02
H -7.513618 2.406220 -3.990225 -0.06 0.07 -0.06
H -8.714995 1.585334 -5.023171 -0.01 0.26 -0.03
```
Forces are in eV/Å.